[1]
93
Properties=species:S:1:pos:R:3:forces:R:3 method="wB97M-V/def2-TZVPD" multiplicity=1 homo_lumo_gap_ev=8.471 lumo_energy_ev=0.088 smiles="O=C(Cl)CB(Cl)Br.CN(C)C=O.CN(C)C=O.CN(C)C=O.CN(C)C=O.CN(C)C=O.CN(C)C=O.CN(C)C=O"
O -3.0046 -4.3239 5.5859 0.12 0.23 -0.09
C -3.1137 -3.6519 4.6140 -0.18 -0.58 0.27
Cl -1.9715 -2.3261 4.3189 -0.15 0.05 0.02
C -4.1991 -3.8538 3.5881 0.13 -0.08 -0.23
B -5.5557 -3.3056 4.1701 -0.60 0.31 0.18
Cl -6.7861 -4.4191 4.7561 0.33 0.18 -0.16
Br -5.9149 -1.4305 4.2898 0.20 -0.34 -0.08
H -3.9550 -3.4081 2.6240 0.01 0.24 0.13
H -4.2962 -4.9308 3.4486 0.06 -0.03 0.09
C -1.8871 1.1817 4.4758 0.16 -0.17 0.12
O -2.7576 1.2914 3.6245 0.28 -0.34 0.07
N -0.9333 2.0856 4.7224 -0.13 0.02 0.02
C 0.0889 1.8774 5.7299 -0.06 0.15 -0.13
C -0.9207 3.3118 3.9308 -0.23 -0.18 0.16
H -1.8142 0.2890 5.1192 -0.02 0.05 0.04
H 0.0345 2.6717 6.4789 0.05 -0.05 0.05
H 1.0758 1.8917 5.2680 -0.04 0.04 0.08
H -0.0625 0.9166 6.2217 -0.06 0.00 -0.02
H -1.8516 3.8615 4.0853 0.04 0.04 0.02
H -0.8366 3.0698 2.8789 0.05 0.10 -0.10
H -0.0772 3.9285 4.2242 0.05 -0.04 -0.03
C 1.4260 3.8261 0.6640 -0.03 -0.07 -0.06
O 0.6002 4.1299 1.5069 0.10 0.09 -0.11
N 1.3989 2.6851 -0.0469 0.09 0.03 0.01
C 2.4040 2.3697 -1.0414 -0.15 -0.07 0.07
C 0.3200 1.7365 0.1929 0.10 0.22 0.05
H 2.2786 4.4785 0.4105 0.00 -0.01 0.00
H 1.9387 2.2433 -2.0207 0.07 -0.04 -0.02
H 2.9196 1.4446 -0.7766 0.03 0.00 -0.08
H 3.1341 3.1748 -1.0994 -0.01 0.03 0.03
H -0.6450 2.2028 -0.0037 0.00 -0.10 -0.02
H 0.3351 1.4106 1.2352 -0.02 -0.04 0.02
H 0.4403 0.8758 -0.4598 0.04 0.10 -0.03
C -5.9731 1.5005 1.9171 0.22 -0.11 0.00
O -6.9679 0.9585 1.4678 -0.12 0.03 0.02
N -5.9534 2.7311 2.4625 0.01 0.12 0.07
C -4.7361 3.3215 2.9883 -0.19 0.12 -0.26
C -7.1945 3.4814 2.5214 0.02 -0.18 -0.07
H -4.9839 1.0129 1.9185 -0.01 0.06 0.02
H -4.8569 3.5466 4.0504 0.06 0.02 0.04
H -4.5077 4.2476 2.4551 -0.01 0.07 0.03
H -3.9029 2.6323 2.8740 -0.22 0.16 -0.01
H -7.9389 2.9336 3.1010 -0.06 0.04 -0.02
H -7.5924 3.6304 1.5168 -0.06 0.03 0.02
H -7.0112 4.4471 2.9862 0.04 0.00 0.01
C -1.5927 -0.7489 0.0727 -0.17 0.03 0.06
O -1.9246 -0.0500 -0.8666 -0.01 -0.12 -0.02
N -0.8018 -1.8361 -0.0259 0.01 -0.16 0.06
C -0.4362 -2.6184 1.1354 0.08 0.17 -0.26
C -0.2980 -2.2190 -1.3391 -0.32 0.16 0.19
H -1.9175 -0.5378 1.1079 0.00 -0.01 -0.01
H 0.6502 -2.6169 1.2562 -0.01 -0.09 0.09
H -0.7789 -3.6517 1.0315 0.01 0.00 0.06
H -0.8899 -2.1794 2.0201 0.05 -0.05 -0.08
H 0.2864 -1.4131 -1.7647 0.08 -0.01 -0.12
H -1.1386 -2.4238 -2.0058 0.06 -0.02 -0.05
H 0.3232 -3.1068 -1.2489 0.02 0.01 0.05
C 2.1653 -1.2121 -4.4451 0.01 0.12 0.03
O 1.8934 -1.2438 -3.2563 0.14 -0.01 -0.10
N 1.8762 -2.1936 -5.3156 0.04 -0.04 -0.10
C 2.2233 -2.1012 -6.7220 -0.08 -0.16 0.30
C 1.1932 -3.3762 -4.8217 0.04 0.14 0.10
H 2.6782 -0.3556 -4.9112 0.00 -0.02 -0.02
H 1.3181 -2.1583 -7.3296 0.05 0.02 -0.08
H 2.8883 -2.9262 -6.9915 -0.01 0.02 -0.08
H 2.7239 -1.1608 -6.9325 -0.06 -0.03 0.01
H 0.2323 -3.1008 -4.3849 -0.01 -0.05 0.01
H 1.7910 -3.8603 -4.0479 -0.04 -0.04 0.00
H 1.0322 -4.0702 -5.6428 0.01 0.02 -0.03
C 3.6227 1.3486 5.9838 0.00 0.09 0.04
O 3.2602 1.8686 4.9455 0.12 -0.08 -0.04
N 4.3986 0.2521 6.0606 0.04 -0.06 0.09
C 4.7987 -0.3245 7.3286 0.03 -0.03 -0.20
C 4.8456 -0.3678 4.8241 -0.08 0.13 -0.01
H 3.3344 1.7461 6.9724 0.01 -0.03 0.01
H 5.8869 -0.3257 7.4164 -0.01 -0.02 0.07
H 4.4378 -1.3519 7.4068 0.02 0.00 0.07
H 4.3818 0.2564 8.1485 -0.02 0.02 -0.01
H 5.4271 0.3436 4.2372 0.00 -0.04 -0.04
H 3.9866 -0.6765 4.2278 0.03 -0.02 -0.04
H 5.4583 -1.2354 5.0549 0.00 0.00 0.04
C 3.3603 0.2254 -9.8463 0.06 0.18 0.05
O 3.0864 0.1641 -8.6613 0.01 -0.06 -0.18
N 3.0785 -0.7269 -10.7538 0.03 0.00 -0.10
C 3.4338 -0.5866 -12.1524 -0.09 -0.13 0.11
C 2.3954 -1.9314 -10.3151 0.03 0.13 0.11
H 3.8763 1.0968 -10.2824 0.00 -0.01 -0.01
H 2.5376 -0.6222 -12.7746 0.04 0.02 -0.06
H 4.1049 -1.3930 -12.4539 0.01 0.03 -0.06
H 3.9349 0.3651 -12.3142 0.00 0.01 0.03
H 1.4301 -1.6758 -9.8769 -0.01 -0.05 0.00
H 2.9891 -2.4444 -9.5577 -0.03 -0.05 0.00
H 2.2439 -2.5923 -11.1644 0.01 0.02 -0.02


[2]
91
Properties=species:S:1:pos:R:3:forces:R:3 method="wB97M-V/def2-TZVPD" multiplicity=1 homo_lumo_gap_ev=9.032 lumo_energy_ev=-0.277
O 8.0264 -4.9379 -2.3872 0.37 0.14 0.09
C 7.0932 -4.2658 -2.2711 -1.41 0.08 -0.84
N 6.0297 -3.6326 -2.2525 1.14 -0.11 1.49
Si 5.6337 -3.2517 -0.5279 -0.66 0.30 -0.26
Br 7.5011 -2.3663 0.3959 -0.61 -0.21 -0.17
C 4.0856 -2.1598 -0.3741 -0.21 0.24 -0.22
C 3.0591 -2.3795 -1.5896 -0.33 0.76 0.90
C 2.1682 -3.6712 -1.4306 -0.35 0.21 -0.20
C 2.7378 -4.9586 -2.1503 0.64 -0.32 -0.41
S 2.4093 -6.3725 -0.9864 -2.68 1.60 3.00
O 3.1909 -6.2426 0.2444 0.16 -0.46 -2.37
O 0.9679 -6.2917 -0.7081 1.80 -0.59 -1.27
Cl 2.7522 -8.1999 -1.8767 0.23 0.77 0.00
H 5.3019 -4.5462 0.1052 0.35 0.11 0.03
H 4.3232 -1.0586 -0.2618 -0.11 -1.23 -0.29
H 3.5933 -2.4534 0.6060 0.49 0.29 -1.08
H 2.3492 -1.4981 -1.5196 0.69 -1.02 -0.21
H 3.5659 -2.2790 -2.5891 -0.45 -0.36 0.96
H 1.9718 -3.8675 -0.3342 0.36 0.20 -1.22
H 1.1587 -3.4547 -1.8871 1.08 -0.35 0.48
H 2.2402 -5.1354 -3.1493 0.38 -0.11 1.30
H 3.8449 -4.9498 -2.3362 -0.94 0.12 0.34
C 1.1644 2.9785 1.3828 -0.05 -0.13 0.25
O 1.0722 1.9694 2.3679 0.18 0.01 -0.13
C 0.8897 0.6787 1.7967 -0.18 0.27 0.50
C 1.2254 -0.4018 2.8119 0.12 -0.16 -0.26
O 2.6260 -0.6481 2.9226 -0.10 0.19 0.03
C 3.3777 0.3450 3.6192 0.14 -0.34 0.07
C 3.1591 0.3106 5.1228 -0.23 0.52 -0.11
O 1.9629 0.9994 5.4650 -0.11 -0.21 -0.01
C 1.5000 0.6500 6.7539 0.01 0.20 -0.20
H 0.2525 3.0121 0.7764 0.04 0.03 -0.13
H 1.2881 3.9373 1.8871 -0.04 -0.10 0.04
H 2.0375 2.8075 0.7441 -0.05 0.02 -0.15
H 1.5272 0.5620 0.9118 0.00 -0.06 -0.02
H -0.1641 0.5894 1.5020 0.00 -0.16 -0.16
H 0.7956 -1.3424 2.4558 0.08 0.03 -0.04
H 0.7826 -0.1971 3.7880 0.00 0.24 -0.07
H 3.2018 1.3379 3.2027 -0.16 0.05 0.19
H 4.4251 0.0969 3.4270 -0.06 -0.08 0.02
H 3.9918 0.8184 5.6255 0.16 -0.16 0.00
H 3.1081 -0.7299 5.4632 0.07 -0.03 -0.04
H 1.2452 -0.4135 6.7937 0.07 -0.06 0.12
H 0.5987 1.2293 6.9574 0.09 0.01 -0.07
H 2.2524 0.8889 7.5130 -0.02 -0.11 0.09
C -0.1393 3.5509 -3.9412 -0.06 -0.13 -0.22
O -0.0895 2.3952 -4.7521 -0.07 -0.07 0.23
C 1.0781 1.6223 -4.5089 -0.31 0.11 -0.46
C 0.9032 0.2125 -5.0498 0.16 -0.07 0.27
O 0.1604 -0.6337 -4.1741 -0.08 0.16 -0.10
C -1.2463 -0.3959 -4.1273 0.07 -0.36 0.03
C -1.9746 -0.8852 -5.3684 -0.10 0.58 -0.05
O -1.8649 0.0702 -6.4159 0.20 -0.13 -0.07
C -2.1477 -0.4945 -7.6802 -0.01 0.24 0.16
H 0.7268 4.1941 -4.1295 0.03 0.05 0.12
H -1.0474 4.1006 -4.1893 0.06 -0.07 -0.06
H -0.1804 3.2739 -2.8823 0.11 0.08 0.07
H 1.2870 1.5789 -3.4332 0.05 -0.05 0.00
H 1.9154 2.1105 -5.0237 0.18 -0.08 0.12
H 1.8939 -0.2457 -5.1199 -0.04 0.01 0.10
H 0.4780 0.2105 -6.0549 -0.11 0.22 0.06
H -1.4626 0.6515 -3.9121 -0.04 0.04 -0.25
H -1.6060 -0.9799 -3.2757 0.07 -0.05 -0.06
H -3.0408 -1.0102 -5.1415 0.00 -0.21 0.10
H -1.5546 -1.8463 -5.6864 0.00 -0.04 0.07
H -1.4205 -1.2761 -7.9215 -0.08 -0.13 -0.04
H -2.0675 0.2951 -8.4281 -0.02 0.00 0.11
H -3.1642 -0.9012 -7.7036 0.02 -0.11 -0.08
C -7.9068 1.7254 2.1384 0.18 0.18 0.06
O -6.6970 2.1546 2.7279 0.04 -0.18 -0.15
C -6.3168 1.3336 3.8248 0.06 0.53 -0.12
C -4.8466 1.5349 4.1535 -0.01 -0.32 0.04
O -3.9764 0.7960 3.2989 -0.11 0.19 -0.09
C -3.8250 1.3045 1.9753 0.29 -0.13 0.15
C -2.9683 2.5587 1.9138 -0.47 0.21 -0.13
O -3.7420 3.7043 2.2464 0.09 -0.01 0.21
C -2.9311 4.8034 2.6083 -0.25 -0.10 -0.09
H -8.7236 1.7505 2.8675 -0.07 -0.11 -0.04
H -8.1444 2.4043 1.3190 0.06 0.02 0.09
H -7.7964 0.7153 1.7303 -0.12 -0.08 0.06
H -6.4985 0.2784 3.5896 0.04 -0.03 0.06
H -6.9281 1.6253 4.6883 0.01 -0.18 0.13
H -4.6692 1.1373 5.1567 -0.01 -0.07 -0.08
H -4.5745 2.5917 4.1751 -0.19 0.04 -0.16
H -4.7936 1.4468 1.4935 0.01 0.25 0.04
H -3.3046 0.5159 1.4245 0.04 0.01 0.09
H -2.5928 2.6972 0.8912 0.17 -0.14 -0.02
H -2.1208 2.4602 2.6027 0.04 -0.08 -0.02
H -2.3513 4.5718 3.5072 0.16 0.03 -0.04
H -3.5853 5.6482 2.8269 -0.01 -0.09 -0.06
H -2.2622 5.0783 1.7854 0.12 0.04 0.07


[3]
92
Properties=species:S:1:pos:R:3:forces:R:3 method="wB97M-V/def2-TZVPD" multiplicity=1 homo_lumo_gap_ev=9.086 lumo_energy_ev=0.242 de_lowest_kcal_mol=13.4 smiles="CN(C)C=O.CN(C)C=O.CN(C)C=O.CN(C)C=O.CN(C)C=O.ClCCCl.ClCCCl.ClCCCl.ClCCCl"
Cl -4.3455 -1.1060 2.0096 0.04 0.16 0.29
C -3.8188 -2.7455 2.4828 0.02 -0.15 -0.14
C -5.0246 -3.6482 2.4140 -0.37 0.36 0.08
Cl -4.6067 -5.2844 2.9506 0.07 -0.19 0.08
H -3.3968 -2.6376 3.4740 -0.03 -0.22 0.14
H -3.0656 -3.1319 1.8004 0.14 0.43 -0.10
H -5.3968 -3.7145 1.3953 0.09 -0.02 -0.07
H -5.8289 -3.2590 3.0338 0.01 -0.15 0.13
Cl -0.2584 0.8793 1.1866 0.24 -0.01 -0.17
C -0.4445 -0.8623 0.7821 -0.19 0.35 0.63
C 0.4199 -1.6726 1.6877 0.91 -1.06 -0.31
Cl -0.1624 -1.7169 3.3650 0.05 0.02 0.00
H -0.1989 -1.0437 -0.2590 0.04 0.25 -0.14
H -1.4918 -1.0557 0.9803 -0.07 -0.22 -0.26
H 1.4758 -1.4017 1.6670 -0.16 0.66 0.18
H 0.4721 -2.7040 1.3188 -0.46 0.03 0.23
Cl 6.6630 -3.0847 3.2885 0.11 -0.29 0.09
C 5.1763 -3.3721 2.3469 0.00 0.63 -0.01
C 3.9365 -3.1998 3.1822 -0.19 0.13 -0.33
Cl 3.6220 -4.5825 4.2482 0.01 -0.05 0.10
H 5.2157 -4.3381 1.8567 0.13 -0.12 0.10
H 5.1806 -2.5786 1.6037 -0.10 -0.05 -0.19
H 3.0889 -3.0951 2.5047 -0.07 -0.16 0.06
H 3.9847 -2.2921 3.7749 0.08 -0.03 0.15
Cl -0.6779 -5.6945 2.2303 0.10 0.01 0.02
C -0.4346 -5.8015 0.4520 -0.22 0.78 0.38
C -1.2067 -4.6318 -0.1387 0.14 0.13 0.19
Cl -1.0940 -4.5704 -1.9226 -0.08 -0.20 0.10
H -0.7877 -6.7835 0.1722 0.08 -0.03 -0.37
H 0.6229 -5.6304 0.2771 0.07 -0.46 -0.13
H -0.7581 -3.7063 0.2104 -0.10 -0.04 -0.03
H -2.2437 -4.6155 0.1825 -0.12 -0.19 -0.30
C -3.2121 -1.4362 -1.6079 -0.11 -0.10 0.94
O -3.0546 -1.9193 -0.4894 -0.10 -0.22 -0.84
N -4.3794 -0.9221 -2.0619 0.61 0.58 0.58
C -4.3656 -0.1674 -3.2930 -0.88 -0.12 -0.64
C -5.6237 -1.0063 -1.2821 0.94 -0.18 -0.49
H -2.3743 -1.3781 -2.3191 -0.09 0.16 -0.08
H -5.1314 0.6128 -3.2744 0.12 0.04 0.28
H -4.6457 -0.7965 -4.1478 0.24 0.03 -0.01
H -3.4127 0.3166 -3.4804 0.19 -0.14 0.05
H -5.3887 -1.4622 -0.3250 -0.10 -0.54 -0.27
H -6.0311 -0.0329 -0.9960 -0.02 0.11 -0.59
H -6.2649 -1.5922 -1.9439 -0.67 0.12 0.67
C -1.7057 3.7130 0.0140 0.19 0.11 -0.24
O -1.4130 4.8485 0.3208 0.04 0.67 0.24
N -2.9528 3.2223 0.0227 -0.56 -0.62 0.24
C -3.2430 1.8222 -0.3103 1.35 1.18 -0.34
C -4.0590 4.0634 0.4236 -0.36 0.08 -0.85
H -0.9297 3.0229 -0.3328 -0.11 -0.37 -0.06
H -3.7694 1.8301 -1.2651 -0.45 -0.48 0.24
H -3.7103 1.3060 0.5209 -0.35 -0.11 -0.14
H -2.2557 1.3919 -0.4712 -0.19 -0.45 -0.11
H -4.1184 4.2062 1.4982 -0.01 0.09 0.11
H -4.0204 5.0174 -0.1045 0.32 0.17 0.36
H -4.9745 3.6063 0.0390 0.01 -0.18 0.36
C 2.6939 3.3569 2.5168 -0.62 0.11 -0.13
O 3.8620 3.2785 2.8023 1.13 -0.11 -0.08
N 1.8385 4.2320 3.0642 -0.79 0.69 -0.03
C 0.3945 4.0075 2.9979 0.79 0.29 0.26
C 2.2928 5.2166 4.0328 -0.27 -0.57 0.15
H 2.2031 2.7450 1.7457 0.06 -0.32 0.00
H -0.1027 4.9495 2.7809 -0.18 -0.06 -0.11
H 0.0591 3.6227 3.9683 -0.20 -0.07 -0.19
H 0.2036 3.2926 2.2079 -0.23 -0.05 0.00
H 1.5782 6.0362 4.0800 -0.13 -0.06 -0.05
H 2.3282 4.7207 5.0103 0.30 0.39 0.09
H 3.2538 5.6314 3.7497 0.19 -0.24 0.07
C 0.7859 0.1342 -3.7175 1.00 0.37 0.25
O 0.0327 -0.1146 -2.8108 -0.93 -0.17 0.36
N 1.4576 1.3022 -3.8699 0.41 -0.16 -0.78
C 2.3889 1.4293 -4.9692 -0.53 -0.40 -1.07
C 1.1541 2.4893 -3.1117 0.14 -0.28 1.02
H 1.0993 -0.5960 -4.4770 -0.17 -0.22 -0.04
H 1.9358 2.0032 -5.7870 0.36 0.49 0.23
H 2.5672 0.4655 -5.4571 -0.05 -0.14 0.42
H 3.3677 1.8036 -4.6810 -0.10 0.34 0.16
H 0.3780 3.1163 -3.5503 -0.03 -0.05 -0.16
H 0.8462 2.1641 -2.1147 -0.20 0.13 -0.10
H 2.0612 3.0759 -2.9672 0.01 0.06 -0.18
C 4.3287 0.5812 -0.2924 0.37 0.61 -0.52
O 3.5001 -0.1109 0.2385 -0.48 -0.93 0.34
N 4.7598 0.4895 -1.5765 0.73 0.48 0.13
C 5.5066 1.6252 -2.1574 -0.45 -0.64 0.41
C 4.4585 -0.5957 -2.4797 0.47 -0.11 -0.40
H 4.8289 1.4099 0.2302 -0.08 0.13 0.14
H 6.1791 1.2380 -2.9215 -0.19 0.17 -0.22
H 6.1360 2.1310 -1.4278 -0.14 -0.11 0.26
H 4.7785 2.3516 -2.5333 0.34 0.00 -0.37
H 3.9568 -0.1967 -3.3664 -0.24 -0.29 0.10
H 5.3944 -1.0564 -2.8269 -0.01 0.22 0.00
H 3.9129 -1.4142 -2.0224 -0.42 0.36 0.25


no.,HOMO level (eV),F_max (eV/Å)
1,-8.4,0.7
2,-9.3,4.3
3,-8.8,1.8